No. 1
# C6H11N

A 2-piece molecular cluster, C6H11N overall (wB97M-V/def2-TZVPD, the OMol25 dataset).

Highest occupied orbital energy: -9.411 eV
Energy above the lowest of the compared OMol25 structures with the same formula, charge and spin: 1.8053 eV
Orbital gap: 10.18 eV
Multiplicity: 1
Structure (SMILES): C=C(C)C.CC#N
Electronic energy: -7888.7261 eV

Each line ends with the Mulliken charge.
Atoms and positions in Å:
1 C 0.7576 -0.5097 2.7341  0.288
2 C -0.3739 1.3884 -0.6364  -1.108
3 C 0.0192 0.3180 -1.3468  1.042
4 C -0.5482 0.0543 2.7866  -0.362
5 C 1.3437 0.0318 -1.8893  -1.148
6 C -0.9160 -0.8928 -1.4869  -1.368
7 N 1.7840 -0.9887 2.6998  -0.370
8 H 0.3395 2.2320 -0.6096  0.242
9 H -1.3689 1.3780 -0.1039  0.361
10 H -0.7151 0.8141 3.6144  0.289
11 H -1.2969 -0.7881 3.0204  0.236
12 H -0.7497 0.5005 1.7910  -0.074
13 H 1.7496 0.9237 -2.3773  0.359
14 H 1.3126 -0.7941 -2.7068  0.289
15 H 2.1637 -0.1117 -1.0855  0.231
16 H -0.5601 -1.8303 -1.0084  0.296
17 H -1.1955 -1.1828 -2.4494  0.429
18 H -1.7456 -0.5427 -0.9463  0.369

No. 2
# C3H6O2S

A 2-piece molecular cluster, C3H6O2S overall (wB97M-V/def2-TZVPD, the OMol25 dataset).

Highest occupied orbital energy: -9.023 eV
Energy above the lowest of the compared OMol25 structures with the same formula, charge and spin: 5.2339 eV
Orbital gap: 9.42 eV
Multiplicity: 1
Electronic energy: -18133.7136 eV

Each line ends with the Mulliken charge.
Atoms and positions in Å:
1 C 0.7001 -0.7855 0.6557  -0.160
2 C 0.5447 0.7756 0.4085  -0.243
3 C -0.3743 -0.2100 -0.2176  -0.252
4 H 2.7451 -0.6927 0.0943  0.357
5 H 0.4623 -1.3486 1.5048  0.373
6 H 0.0742 1.2036 1.1617  0.520
7 H 1.3673 1.8509 -1.0379  0.340
8 H -0.1295 -0.6586 -1.2666  0.325
9 H -2.5108 -1.1535 -0.0505  0.117
10 O 1.6520 -1.2826 -0.4040  -0.566
11 O 1.6822 1.3284 -0.1291  -0.571
12 S -2.1191 0.1094 -0.0763  -0.240

The evaluated F_max for the records listed, in turn: 2.94 7.23 eV/Å.